#w
Density functional theory data (ωB97M-V/def2-TZVPD) for 2 unconnected molecules or ions with the total composition C2HF3O.

Atoms and positions in Å:
C  -0.67990  -0.00657  -0.47148
C  0.58620  -0.51805  0.17911
O  -0.82189  0.22819  -1.66042
F  0.21021  1.87439  1.04783
F  0.74673  -0.83333  1.40937
F  1.55640  -0.80089  -0.68742
H  -1.59775  0.05625  0.18300

Summary:
Spin multiplicity   1
Gap between HOMO and LUMO (alpha / beta)   7.25 / 7.24 eV



#x
Density functional theory data (ωB97M-V/def2-TZVPD) for a molecular structure, C2HF3O.

Atoms and positions in Å:
C  -0.43785  -0.73423  0.43685
C  0.15259  0.38020  -0.37039
O  -1.03306  -0.51082  1.46000
F  1.69761  0.70582  0.24425
F  0.33646  0.26508  -1.62559
F  -0.40776  1.60294  -0.21130
H  -0.30799  -1.70900  0.06619

Summary:
Spin multiplicity   1
Gap between HOMO and LUMO   10.71 eV



Name the least stable of them. #w.